1.
One molecule with the formula C4H10N2O2, computed with ωB97M-V/def2-TZVPD.

Each line ends with the natural charge from an NBO analysis.
Element x y z (Å)
H  0.080  2.827  -0.529  0.2189
H  1.464  0.936  -1.701  0.2198
N  0.622  0.187  0.158  0.1309
H  -0.865  -3.441  0.904  0.2359
C  1.427  1.084  -0.665  -0.2432
H  -2.290  -1.105  0.548  0.2194
C  -0.623  -2.513  0.422  -0.6669
H  1.152  2.458  0.806  0.2119
H  -0.905  -2.543  -0.650  0.2095
H  1.780  3.185  -0.715  0.2145
H  2.377  0.845  -0.388  0.2326
N  -0.618  -0.170  -0.123  0.3485
C  1.099  2.506  -0.173  -0.5913
H  0.468  -2.358  0.671  0.2777
C  -1.247  -1.213  0.785  -0.2351
H  -1.095  -0.732  1.784  0.2453
O  -1.354  0.495  -0.834  -0.4176
O  1.324  -0.547  1.298  -0.6106

Summary:
Strongest force on any atom ... 6.68 eV/A
ΔE to the lowest compared entry with this formula, charge and spin ... 180.6 kcal per mole


2.
C15H41IN6O6P2S as an isolated structure, computed with ωB97M-V/def2-TZVPD.

Each line ends with the Mulliken charge.
Element x y z (Å)
H  -7.899  -0.190  2.154  0.3156
H  3.110  0.288  0.284  0.2654
H  -2.214  0.200  2.987  0.3330
H  -7.175  3.233  1.843  0.3248
C  -7.102  -1.095  -0.347  -0.8137
N  4.793  -0.523  -0.671  0.1194
C  7.350  -0.116  -2.555  -1.1506
O  2.819  2.387  4.073  -0.5238
H  7.775  0.115  -1.578  0.3237
C  -7.375  3.350  0.775  -0.9814
H  2.748  -0.923  -0.932  0.4159
O  1.850  0.604  2.513  -0.1269
H  5.916  -0.544  1.145  0.2869
C  3.449  -0.656  -0.138  -1.0817
H  5.514  -4.968  -0.250  0.3499
O  -1.132  1.692  2.529  -0.3373
H  7.282  -3.661  0.472  0.4039
H  -7.024  2.900  -1.865  0.2954
H  -3.026  2.106  -0.625  0.3638
C  5.314  -4.275  -1.069  -0.9701
H  -8.393  3.727  0.674  0.3554
H  -6.604  -1.068  -1.311  0.1110
H  0.062  -0.460  2.318  0.2986
H  -6.227  -0.203  2.747  0.2897
I  2.497  3.733  2.609  0.2763
H  0.813  -0.512  3.970  0.3833
H  6.333  -1.364  -4.657  0.3271
H  -3.967  0.729  -2.704  0.3708
S  3.007  0.843  3.611  0.4937
H  -8.670  2.554  -1.302  0.3979
H  -7.637  1.239  -1.822  0.2447
C  -1.717  0.873  3.670  -0.7207
H  7.540  -1.998  -0.012  0.2341
C  -6.898  -0.616  1.992  -1.1207
C  0.625  0.077  3.073  -0.7228
H  5.247  1.013  0.666  0.3082
H  7.830  -3.302  -1.177  0.2995
N  6.747  -1.440  -2.565  0.1888
C  -3.968  2.510  -1.008  -1.1452
H  -3.798  2.923  -2.005  0.3667
H  -6.684  4.109  0.385  0.3232
H  6.650  0.681  -2.838  0.3453
H  -4.259  3.338  -0.357  0.3181
C  -0.264  1.238  3.489  0.2402
H  5.795  -4.664  -1.977  0.3214
H  4.234  -4.273  -1.236  0.3110
P  5.172  -1.693  -1.843  0.7041
H  6.623  0.403  -0.184  0.0780
H  7.853  -2.164  -4.191  0.3576
H  3.392  -1.430  0.644  0.2770
C  -4.590  0.374  -1.882  -1.1363
P  -5.729  1.229  0.503  0.5538
H  0.144  1.960  4.189  0.4282
N  -7.226  2.057  0.084  0.0366
H  -8.148  -0.777  -0.479  0.3040
O  -4.468  1.090  1.292  -0.6982
H  8.196  -0.089  -3.244  0.3714
N  -5.025  1.502  -1.070  0.1990
H  -4.019  -0.373  -1.316  0.3369
C  5.690  0.097  0.281  -0.6583
C  -7.638  2.193  -1.300  -0.8587
C  6.810  -2.007  -3.909  -1.1202
N  5.779  -2.919  -0.731  0.0806
C  7.181  -2.963  -0.364  -0.8629
N  -6.399  -0.331  0.657  0.1769
H  -2.246  1.642  4.213  0.3114
H  -7.113  -2.148  -0.054  0.3730
H  6.312  -2.978  -3.945  0.3358
H  -5.439  -0.115  -2.362  0.3142
H  -6.945  -1.693  2.161  0.3776
O  4.326  -1.255  -2.996  -0.8416
O  4.238  0.778  2.870  -0.3474

Summary:
Strongest force on any atom ... 5.85 eV/A
ΔE to the lowest compared entry with this formula, charge and spin ... 0.0 kcal per mole


3.
C6H13Cl12IO3S as an isolated structure, computed with ωB97M-V/def2-TZVPD.

Each line ends with the natural charge from an NBO analysis.
Element x y z (Å)
Cl  0.472  4.280  3.934  -0.0203
Cl  0.770  -4.214  -3.981  -0.0326
I  1.423  1.000  -0.282  0.5078
C  -0.757  4.892  -0.895  -0.3990
C  -1.044  3.837  3.147  -0.4022
H  1.973  0.231  5.108  0.2281
Cl  2.867  -4.384  0.346  -0.0453
H  -0.820  3.077  2.408  0.2273
H  -1.427  4.123  -0.526  0.2225
H  -3.287  1.647  -0.266  0.4990
C  1.701  -0.497  4.353  -0.3911
H  1.953  -3.098  2.081  0.2274
Cl  0.910  0.356  3.022  -0.0330
Cl  -3.174  -2.855  -5.638  -0.0338
Cl  0.243  -4.650  1.644  -0.0210
S  -1.572  0.699  0.601  1.7504
Cl  3.174  -1.328  3.830  -0.0272
Cl  0.703  4.085  -1.472  -0.0194
H  1.140  -2.793  0.519  0.2345
C  -2.183  -2.147  -4.354  -0.3942
C  2.258  -3.737  -3.152  -0.3951
H  -1.152  -2.425  -4.526  0.2287
H  3.104  -4.022  -3.765  0.2230
Cl  2.314  -1.994  -2.871  -0.0328
C  1.543  -3.548  1.185  -0.3950
H  1.012  -1.233  4.748  0.2260
H  -0.474  5.587  -0.113  0.2179
H  2.287  -4.231  -2.190  0.2352
H  -2.533  -2.529  -3.403  0.2219
O  -2.388  1.473  -0.583  -0.8871
O  -0.272  1.666  0.537  -0.9450
Cl  -2.288  -0.383  -4.318  -0.0271
Cl  -2.238  3.182  4.275  -0.0269
H  -1.462  4.726  2.688  0.2168
O  -1.187  -0.586  0.073  -0.9166
Cl  -1.592  5.795  -2.164  -0.0216

Summary:
Energy ... -6680.2544 Ha
Strongest force on any atom ... 0.45 eV/A


4.
C18H41N2OP3PrS as an isolated structure, computed with ωB97M-V/def2-TZVPD.

Each line ends with the Mulliken spin population.
Element x y z (Å)
H  3.723  2.475  1.692  0.0001
H  -3.400  -7.118  -2.263  0.0000
C  1.104  -1.190  3.020  0.0026
H  1.274  -1.344  4.094  0.0002
Pr  0.087  0.782  -0.015  2.0394
H  1.995  -1.498  2.456  -0.0004
C  -3.310  -6.059  -4.126  0.0000
H  4.010  3.203  0.067  0.0000
C  -3.186  -6.160  -2.730  0.0000
C  -3.715  1.703  1.877  -0.0012
H  -3.892  1.718  -0.944  0.0002
H  -2.663  -5.149  -0.876  0.0000
H  -3.118  -4.727  -5.816  0.0000
H  -0.812  -2.223  -1.707  0.0021
C  -3.539  0.695  -0.747  0.0004
H  4.059  2.260  -1.983  -0.0001
H  -0.864  1.971  3.898  -0.0001
C  0.624  0.480  -3.203  -0.0017
H  1.239  5.480  1.914  0.0000
H  -3.891  2.653  1.348  0.0000
C  1.015  4.162  0.371  0.0000
H  -4.652  1.140  2.002  -0.0006
H  -2.667  -0.973  2.594  0.0000
H  1.869  5.941  -0.191  -0.0001
C  -2.794  -5.065  -1.960  0.0001
P  0.746  0.585  2.711  -0.0050
H  -3.939  -1.239  1.334  -0.0002
P  3.199  0.909  -0.144  -0.0060
H  4.071  -0.627  1.533  0.0002
H  3.867  -1.403  -0.082  0.0000
H  3.124  0.952  3.160  0.0000
H  5.261  -0.319  0.225  -0.0003
C  -2.884  -0.990  1.516  -0.0002
H  -2.398  -2.764  -4.452  0.0000
C  4.092  2.292  0.676  -0.0015
N  0.920  4.558  1.651  -0.0002
H  -2.232  -1.737  1.033  -0.0001
C  -2.518  -3.823  -2.577  -0.0004
C  4.201  -0.503  0.449  -0.0014
H  4.941  0.710  -1.827  -0.0001
H  -0.099  0.735  4.948  -0.0003
H  3.316  0.747  -2.592  0.0002
H  2.183  -0.875  -2.596  -0.0002
C  1.131  -0.594  -2.599  0.0072
H  -4.393  0.014  -0.638  -0.0004
H  1.252  1.303  -3.586  -0.0001
H  -0.463  0.658  -3.199  -0.0006
H  0.254  -1.805  2.693  -0.0005
H  -1.420  0.281  3.817  0.0002
H  5.149  1.993  0.727  -0.0001
N  1.544  5.021  -0.512  -0.0004
P  -2.621  0.691  0.833  -0.0146
C  3.945  1.179  -1.805  -0.0005
O  0.591  3.002  0.007  -0.0051
H  0.490  -1.240  -1.966  -0.0074
C  -3.036  -4.824  -4.740  0.0000
C  -2.638  -3.725  -3.979  0.0000
C  -0.541  0.922  3.959  -0.0012
H  -3.227  1.890  2.847  0.0001
H  0.422  3.985  2.315  -0.0001
H  1.555  4.807  -1.502  0.0000
H  -3.659  -6.909  -4.713  0.0000
H  -2.925  0.373  -1.606  -0.0004
S  -2.210  -2.350  -1.626  0.0002
H  2.101  1.156  4.614  -0.0002
C  2.177  1.358  3.536  -0.0014
H  2.175  2.444  3.382  0.0000

Summary:
Strongest force on any atom ... 2.28 eV/A
ΔE to the lowest compared entry with this formula, charge and spin ... 0.0 kcal per mole
<S²> ... 2.01
Net charge ... +3
Multiplicity ... 3